# 1
This record from the Open Molecules 2025 dataset describes a structure of composition C5H8O2 at a distorted geometry. The level of theory is ωB97M-V/def2-TZVPD.

## Properties
- maximum force (eV/Å) = 1.8
- highest occupied orbital energy (eV) = -9.236
- DFT total energy (eV) = -9406.8541
- relative energy (zero: lowest compared OMol25 entry of this formula, charge and spin) (eV) = 2.978

Each line ends with the Mulliken charge.
Geometry (Å):
C1 0.47498 0.23290 -2.35639  -1.23
C2 0.67493 0.09063 -0.84650  -0.29
C3 -0.64873 0.26467 -0.06063  -0.49
C4 -0.39849 0.07278 1.46289  0.14
O1 0.43676 -0.81504 1.68230  -0.33
C5 -0.60510 -0.29666 3.05938  0.15
O2 -1.44063 -1.06250 3.44661  -0.50
H1 -0.17907 -0.55338 -2.75064  0.33
H2 1.42955 0.16659 -2.89261  0.35
H3 0.02428 1.20051 -2.60271  0.32
H4 1.39616 0.84183 -0.50264  0.31
H5 1.11276 -0.88603 -0.61625  0.29
H6 -1.16116 1.17642 -0.38240  0.38
H7 -1.31252 -0.57755 -0.31354  0.28
H8 0.19628 0.14485 3.67311  0.28

# 2
This record from the Open Molecules 2025 dataset describes a structure of composition C5H6LiO2S4. The level of theory is ωB97M-V/def2-TZVPD.

## Properties
- maximum force (eV/Å) = 0.1
- highest occupied orbital energy (eV) = -3.317
- DFT total energy (eV) = -52927.5152
- relative energy (zero: lowest compared OMol25 entry of this formula, charge and spin) (eV) = 0.000
- charge = -1

Each line ends with the Mulliken charge.
Geometry (Å):
Li1 -0.30459 1.08309 -0.22811  0.77
O1 3.63731 -1.11173 4.33270  -0.62
C1 2.96899 -0.56086 3.48648  0.57
S1 1.50053 0.35171 3.81837  -0.21
C2 1.11522 0.82224 2.16012  0.10
C3 1.96124 0.39033 1.20207  -0.06
S2 1.89620 0.60263 -0.53475  -0.67
S3 3.32619 -0.58208 1.76302  -0.20
S4 -0.34428 1.78381 1.99999  -0.67
C4 -0.47824 -2.09619 0.81194  -0.79
C5 -1.72489 -1.59407 0.11279  -0.25
O2 -1.82894 -0.16979 0.12070  -0.57
H1 -0.46255 -3.18760 0.79373  0.39
H2 -0.45629 -1.76705 1.85257  0.24
H3 0.41684 -1.71982 0.31593  0.19
H4 -2.62426 -2.01522 0.57888  0.23
H5 -1.72546 -1.89060 -0.93739  0.30
H6 -1.63012 0.15611 1.02976  0.26

# 3
This record from the Open Molecules 2025 dataset describes a cluster of 8 separate species, C15H31Br14NO2 in total at a distorted geometry. The level of theory is ωB97M-V/def2-TZVPD.

## Properties
- 2S+1 = 2
- maximum force (eV/Å) = 3.1
- highest occupied orbital energy (alpha / beta) (eV) = -12.273 / -12.264
- DFT total energy (eV) = -1002225.9993
- charge = +1

Each line ends with the Mulliken charge.
Geometry (Å):
Br1 4.93596 -1.90521 2.09398  -0.16
C1 3.37274 -0.66177 1.62641  -0.34
C2 4.01456 0.71665 1.46442  -0.58
Br2 2.66054 1.96016 0.73180  -0.15
H1 2.52985 -0.72903 2.31424  0.33
H2 3.05116 -1.03667 0.65474  0.06
H3 4.87316 0.71083 0.79294  0.41
H4 4.32247 1.01451 2.46671  0.47
Br3 -2.47891 3.87227 -0.37972  -0.17
C3 -2.45971 3.80294 -2.36778  -0.19
C4 -1.89300 5.08175 -2.89300  -0.56
Br4 -1.74394 5.00483 -4.84743  -0.15
H5 -3.46513 3.56657 -2.71615  0.49
H6 -1.96737 2.91246 -2.75860  -0.23
H7 -0.86257 5.05314 -2.53875  0.35
H8 -2.47079 5.94562 -2.56439  0.44
Br5 4.56984 1.13474 -2.21053  -0.16
C5 3.64020 -0.61459 -2.37020  0.16
C6 4.57270 -1.72783 -2.56187  -0.48
Br6 3.49262 -3.34030 -2.75366  -0.17
H9 2.94910 -0.41441 -3.18899  0.25
H10 2.99232 -0.69492 -1.49732  -0.35
H11 5.17639 -1.92404 -1.67577  0.33
H12 5.21299 -1.62459 -3.43793  0.44
Br7 3.52104 -5.71019 5.52935  -0.15
C7 2.02920 -5.01406 4.43316  -0.71
C8 2.50482 -3.92665 3.53154  -0.61
Br8 1.00661 -3.40491 2.33614  -0.10
H13 1.28207 -4.76176 5.18566  0.32
H14 1.71360 -5.82431 3.77590  0.42
H15 3.36963 -4.24163 2.94760  0.47
H16 2.76132 -3.10031 4.19446  0.44
Br9 0.39848 -1.91439 -1.31736  -0.04
C9 -0.51363 -1.06012 0.27966  -0.15
C10 -0.91509 0.37411 -0.04924  -0.24
Br10 -2.15408 0.23976 -1.55731  0.25
H17 0.27825 -1.05235 1.02862  -0.29
H18 -1.39573 -1.58189 0.65082  0.47
H19 -0.06030 0.96922 -0.37061  -0.04
H20 -1.29835 0.86875 0.84325  0.47
Br11 0.70497 1.55618 -2.87239  0.03
C11 0.21403 0.86943 -4.62846  -0.52
C12 -1.04602 1.53438 -5.13469  -0.55
Br12 -1.65794 0.85259 -6.93190  -0.12
H21 0.15044 -0.21736 -4.57403  0.46
H22 1.03450 1.17852 -5.27605  0.50
H23 -0.59414 2.51293 -5.29696  0.21
H24 -1.92523 1.50013 -4.49132  0.27
Br13 -7.64680 2.81135 -0.04820  -0.09
C13 -5.80719 2.20458 0.07074  -0.43
C14 -5.83273 1.06303 1.11188  -0.54
Br14 -4.11579 0.25439 1.45708  -0.04
H25 -5.26963 3.12389 0.30311  0.22
H26 -5.52622 1.79539 -0.89969  0.28
H27 -6.47063 0.28981 0.68373  0.40
H28 -6.26794 1.38012 2.05958  0.41
C15 -1.27162 -1.95888 4.74457  -0.84
N1 -0.84510 -0.63014 4.23629  0.84
O1 -1.35101 -0.15804 3.19150  -0.46
O2 0.10557 -0.06131 4.78645  -0.48
H29 -0.44988 -2.42608 5.28730  0.29
H30 -1.59581 -2.62641 3.94619  0.32
H31 -2.08885 -1.81087 5.45048  0.33

# 4
This record from the Open Molecules 2025 dataset describes a structure of composition C34H25Br2N4O7ScTe4 at a distorted geometry. The level of theory is ωB97M-V/def2-TZVPD.

## Properties
- maximum force (eV/Å) = 1.8
- highest occupied orbital energy (alpha / beta) (eV) = -0.933 / -0.897
- DFT total energy (eV) = -245922.6207
- relative energy (zero: lowest compared OMol25 entry of this formula, charge and spin) (eV) = 2.416
- charge = -2

Each line ends with the Mulliken charge.
Geometry (Å):
Sc1 -0.65781 -1.21504 0.24454  0.18
C1 -3.65056 0.05457 1.46718  -0.82
O1 -2.23565 0.27749 1.61919  1.01
C2 -1.77235 1.24606 2.41597  0.43
C3 -2.52897 2.03257 3.26428  -0.96
C4 -1.90113 3.03254 4.00878  -0.75
Br1 -2.96231 4.11332 5.16225  -0.27
C5 -0.55619 3.25927 3.93901  -0.85
C6 0.22617 2.44835 3.09751  0.98
C7 -0.37626 1.44437 2.35233  0.33
O2 0.29516 0.62819 1.54178  -0.25
C8 1.66538 2.64578 2.97465  -0.03
N1 2.45294 1.90009 2.23595  -0.08
C9 3.71960 2.43941 2.36615  -0.02
C10 4.92268 2.05224 1.78430  -0.77
C11 6.05167 2.79003 2.08926  -0.55
C12 5.99544 3.89204 2.95350  -0.38
C13 4.80590 4.29119 3.53777  -1.08
C14 3.67722 3.54592 3.22560  0.69
N2 2.35227 3.65299 3.60010  -0.08
H1 -4.21745 0.91381 1.82371  0.39
H2 -3.92340 -0.84959 2.00899  0.06
H3 -3.82025 -0.09592 0.40604  0.08
H4 -3.58894 1.86668 3.36250  0.58
H5 -0.11444 4.04629 4.53360  0.45
H6 1.26995 0.77397 1.59002  0.66
H7 4.95704 1.20540 1.11209  0.48
H8 7.00155 2.51498 1.64937  0.38
H9 6.90144 4.44521 3.16594  0.37
H10 4.76257 5.14528 4.20165  0.37
H11 1.95822 4.34576 4.20833  0.20
Te1 -1.69041 -2.78113 2.92721  0.08
Te2 -3.85568 -4.69937 3.08848  -0.43
Te3 -5.17127 -3.74265 0.84874  -0.31
Te4 -3.35185 -2.57405 -0.86597  -0.18
O3 -0.33657 -9.03582 -2.52151  -0.51
C15 -0.27047 -8.38525 -1.32145  0.67
O4 -0.33656 -9.04155 -0.31571  -0.60
C16 -0.10841 -6.91127 -1.37127  1.18
C17 -0.28033 -6.18696 -0.18877  -0.90
C18 -0.11680 -4.81885 -0.15887  -0.26
C19 0.26317 -4.12842 -1.31358  -0.07
C20 0.39991 -4.84876 -2.51251  -0.50
C21 0.21646 -6.21816 -2.53457  -1.12
N3 0.47934 -2.75510 -1.27102  0.29
C22 1.33728 -2.20525 -2.11832  -0.56
C23 1.61064 -0.83070 -2.07264  0.45
C24 2.50098 -0.22985 -3.00067  -0.95
C25 2.70347 1.11835 -2.97631  -0.41
C26 1.99908 1.89445 -2.02977  -1.33
C27 1.15944 1.24660 -1.15385  -0.20
N4 0.97557 -0.08059 -1.11757  0.53
H12 -0.37069 -8.38587 -3.23147  0.28
H13 -0.55854 -6.71690 0.71216  0.44
H14 -0.24277 -4.26543 0.75827  0.55
H15 0.59805 -4.31570 -3.43059  0.45
H16 0.34780 -6.72110 -3.48903  0.07
H17 1.90396 -2.80472 -2.82696  0.38
H18 2.99104 -0.85615 -3.73605  0.38
H19 3.36691 1.58871 -3.69273  0.41
H20 2.08144 2.97231 -2.00247  0.44
H21 0.58229 1.81766 -0.43873  0.68
O5 -0.06510 -2.12970 1.69567  -0.91
Br2 -0.78158 1.84885 -5.00438  -0.18
C28 -2.09923 2.52083 -3.81526  -0.01
C29 -2.68943 3.73270 -4.15390  -0.61
C30 -3.66867 4.27487 -3.33930  -0.41
C31 -4.04811 3.61085 -2.18062  -0.75
C32 -3.43348 2.41839 -1.84235  -0.12
C33 -2.45057 1.84621 -2.65278  0.33
C34 -1.87665 0.50597 -2.19279  0.20
O6 -1.61951 -0.35556 -3.02719  -0.56
O7 -1.78174 0.41620 -0.92770  -0.12
H22 -2.38064 4.24121 -5.05747  0.39
H23 -4.13475 5.21421 -3.61242  0.35
H24 -4.81677 4.02550 -1.53956  0.39
H25 -3.68972 1.88776 -0.93476  0.29

# 5
This record from the Open Molecules 2025 dataset describes an isolated molecule of C2H5N3O at a distorted geometry. The level of theory is ωB97M-V/def2-TZVPD.

## Properties
- maximum force (eV/Å) = 5.6
- highest occupied orbital energy (eV) = -9.549
- SMILES = [H]/N=C(/N)ON=C
- DFT total energy (eV) = -8670.1137
- relative energy (zero: lowest compared OMol25 entry of this formula, charge and spin) (eV) = 3.529

Each line ends with the Mulliken charge.
Geometry (Å):
C1 1.20848 -0.15530 -0.10174  0.56
C2 -2.25629 -0.27297 -0.00091  -0.22
H1 2.07929 1.55092 0.35225  0.29
H2 0.35498 1.53866 0.24965  0.29
H3 1.85165 -1.86980 -0.01612  0.27
H4 -3.05704 0.48609 0.15706  0.26
H5 -2.50513 -1.33192 0.24059  0.27
N1 1.18896 1.27158 -0.19923  -0.49
N2 2.23693 -0.86926 -0.05871  -0.66
N3 -1.06830 0.31359 -0.31576  -0.42
O1 -0.03355 -0.66160 -0.30707  -0.16

# 6
This record from the Open Molecules 2025 dataset describes an isolated molecule of C7H9NO at a distorted geometry. The level of theory is ωB97M-V/def2-TZVPD.

## Properties
- maximum force (eV/Å) = 6.5
- highest occupied orbital energy (eV) = -8.760
- SMILES = C=NCC[C@H]1CC1=C=O
- DFT total energy (eV) = -10938.4060
- relative energy (zero: lowest compared OMol25 entry of this formula, charge and spin) (eV) = 4.408

Each line ends with the Mulliken charge.
Geometry (Å):
C1 0.73204 2.13337 0.44780  0.66
C2 0.32744 -1.11708 -0.15494  -1.01
C3 0.95600 -0.01830 2.08795  -0.70
C4 0.34442 -0.44759 -1.55248  -0.62
C5 -1.98669 0.04110 -1.28008  -0.15
C6 -0.05721 -0.19551 1.01723  0.09
C7 0.54918 1.10915 1.19915  -0.25
N1 -0.95652 0.08991 -1.97832  -0.45
O1 0.71738 3.15434 -0.12060  -0.46
H1 -0.17415 -1.95585 -0.20142  0.56
H2 1.42423 -1.39073 -0.04095  0.27
H3 0.51460 0.07369 3.06917  0.27
H4 2.04179 -0.32612 1.96733  0.22
H5 1.02949 0.33941 -1.39248  0.36
H6 0.59381 -1.11616 -2.34724  0.38
H7 -2.01779 -0.27695 -0.21038  0.03
H8 -2.93014 0.32468 -1.69994  0.33
H9 -1.10787 -0.42136 1.19020  0.47